Entry from the OMol25 dataset: 2 unconnected molecules or ions with the total composition C5H14 at a distorted geometry (ωB97M-V/def2-TZVPD).

```
19
Properties=species:S:1:pos:R:3:forces:R:3:lowdin_charge:R:1
C -1.037563 0.771827 -2.197973 0.58 0.71 3.71 -0.11
C 0.169266 1.265365 -1.257116 -0.94 -3.14 1.23 -0.31
C 1.501990 1.120424 -1.954515 1.25 0.88 1.43 -0.16
H -0.843076 -0.279420 -2.413154 -0.24 0.07 0.06 0.07
H -1.139269 1.297441 -3.094032 -0.30 1.05 -1.34 0.03
H -1.900764 0.916773 -1.487940 0.27 -0.50 -1.34 0.08
H 0.094475 2.170994 -0.569345 -0.46 -0.96 -1.44 0.11
H 0.129885 0.310823 -0.540183 0.23 2.34 -0.70 0.11
H 1.525517 1.539661 -2.955277 -0.10 -0.83 -0.49 0.07
H 2.241066 1.755677 -1.457745 0.00 0.22 0.22 0.06
H 1.930082 0.132680 -1.708108 -0.30 0.15 -1.33 0.08
C -1.051523 -1.628679 2.509021 -1.43 2.84 -2.72 -0.18
C 0.434409 -1.377847 2.751224 -0.72 0.58 -1.08 -0.16
H -1.811616 -1.067587 3.066361 0.61 -0.36 0.88 0.06
H -1.411518 -1.170898 1.472801 1.24 -1.03 1.46 0.09
H -1.329775 -2.636934 2.413240 -0.29 -1.41 0.36 0.03
H 0.761758 -0.516949 2.170200 -0.16 0.52 0.34 0.05
H 0.689371 -1.211865 3.790832 0.28 -0.45 0.06 0.06
H 0.964389 -2.146928 2.208500 0.48 -0.67 0.67 0.06
```
Forces are in eV/Å.

Calculated values
Structure (SMILES)   CCC.CC
Largest force on an atom   4.182 eV/Å
Kohn-Sham gap   11.9 eV
LUMO   1.00 eV
ΔE to the lowest compared entry with this formula, charge and spin   35.6 kcal/mol
HOMO   -10.882 eV

***

Entry from the OMol25 dataset: 2 unconnected molecules or ions with the total composition C5H14 at a distorted geometry (ωB97M-V/def2-TZVPD).

```
19
Properties=species:S:1:pos:R:3:forces:R:3:lowdin_charge:R:1
C 2.158231 -2.531385 0.391074 2.13 -4.04 -1.46 -0.19
C 2.148928 -1.117294 -0.039247 1.23 1.56 2.12 -0.36
C 0.858451 -0.582697 0.546304 0.97 4.25 1.86 -0.18
H 1.421467 -3.070712 -0.219985 -0.08 0.06 0.00 0.07
H 3.139931 -3.125623 0.122858 -1.57 1.20 0.63 0.10
H 1.875832 -2.853844 1.416661 0.42 1.09 -0.36 0.08
H 3.096505 -0.483955 0.416929 -2.36 -1.59 -1.10 0.15
H 2.121185 -0.915795 -1.113372 0.34 -0.52 0.07 0.10
H 0.697690 -0.814922 1.666277 0.40 0.29 -1.81 0.10
H 1.094956 0.568395 0.461608 -1.23 -1.68 0.58 0.10
H -0.072075 -0.707933 0.029799 -0.26 -0.64 -0.55 0.04
C -2.304351 1.762689 0.324386 -0.15 1.60 -0.55 -0.18
C -2.426433 2.146715 -1.146793 0.70 -0.73 -1.89 -0.21
H -1.804314 0.844302 0.412940 0.25 -1.59 0.29 0.00
H -1.513949 2.493128 0.696927 -1.62 -0.60 0.41 0.09
H -3.339031 1.731739 0.787195 1.60 0.33 0.00 0.09
H -2.734139 3.212904 -1.193826 -0.04 -0.84 -0.58 0.07
H -2.961149 1.440858 -1.861616 -0.57 1.02 1.39 0.08
H -1.457736 2.003430 -1.698119 -0.18 0.81 0.94 0.06
```
Forces are in eV/Å.

Calculated values
Structure (SMILES)   CCC.CC
Largest force on an atom   4.796 eV/Å
Kohn-Sham gap   11.8 eV
LUMO   1.03 eV
ΔE to the lowest compared entry with this formula, charge and spin   38.0 kcal/mol
HOMO   -10.740 eV

***

Entry from the OMol25 dataset: 2 unconnected molecules or ions with the total composition C5H14 at a distorted geometry (ωB97M-V/def2-TZVPD).

```
19
Properties=species:S:1:pos:R:3:forces:R:3:lowdin_charge:R:1
C 0.653466 -1.461256 1.712887 -3.01 -1.66 -2.24 -0.12
C 0.830574 -1.381624 0.185412 1.68 0.24 -2.66 -0.31
C -0.002299 -2.417006 -0.693346 -0.29 3.60 -0.52 -0.13
H -0.178968 -0.825939 2.027598 -0.42 -0.40 -0.08 0.06
H 0.385740 -2.569449 1.868928 0.76 1.75 0.68 0.10
H 1.441031 -1.034162 2.221187 2.15 0.12 1.18 0.03
H 0.589504 -0.354739 -0.324410 0.55 -1.67 1.39 0.09
H 1.961317 -1.582293 -0.059152 -1.94 0.44 0.43 0.11
H 0.042939 -3.404821 -0.421488 0.52 -2.43 1.01 0.02
H -1.060921 -2.114752 -0.562553 0.35 -0.22 -0.42 0.07
H 0.278288 -2.362425 -1.787201 -0.33 0.19 1.22 0.08
C -1.149681 2.773136 -1.193250 -0.85 -1.85 2.49 -0.12
C -0.196928 2.310972 0.044068 -5.10 -1.18 0.38 -0.13
H -0.859823 3.762531 -1.345042 0.67 1.45 -1.31 0.03
H -1.139504 2.055921 -2.008242 0.86 0.33 -0.36 0.05
H -2.247111 2.838006 -1.039766 0.56 -0.08 0.83 0.06
H -0.032426 3.077895 0.733240 0.38 1.76 0.65 0.02
H 0.669548 2.043382 -0.419549 2.54 -1.17 -0.70 0.01
H -0.660409 1.525511 0.781819 0.93 0.80 -1.96 0.09
```
Forces are in eV/Å.

Calculated values
Structure (SMILES)   CCC.CC
Largest force on an atom   5.250 eV/Å
Kohn-Sham gap   12.1 eV
LUMO   1.10 eV
ΔE to the lowest compared entry with this formula, charge and spin   35.9 kcal/mol
HOMO   -10.991 eV

***

Entry from the OMol25 dataset: 2 unconnected molecules or ions with the total composition C5H14 at a distorted geometry (ωB97M-V/def2-TZVPD).

```
19
Properties=species:S:1:pos:R:3:forces:R:3:lowdin_charge:R:1
C 0.127943 -2.274343 -1.681483 0.01 0.33 -0.42 -0.12
C 0.899999 -0.965800 -1.433035 -0.32 -0.23 0.06 -0.32
C 0.356420 0.291398 -2.107573 0.11 -0.34 -0.09 -0.13
H -0.869616 -2.093045 -2.087827 -0.11 0.08 0.29 0.07
H 0.052574 -2.842346 -0.758193 -0.11 -0.18 -0.05 0.06
H 0.616620 -2.890847 -2.433331 0.15 -0.10 0.02 0.06
H 0.865442 -0.776851 -0.359693 0.24 0.08 0.06 0.08
H 1.940153 -1.115040 -1.706764 0.21 0.03 0.04 0.09
H 0.203875 0.206174 -3.185844 0.01 -0.26 0.02 0.07
H -0.602274 0.540430 -1.652787 0.02 0.29 -0.06 0.06
H 1.085487 1.086681 -1.968655 -0.21 0.31 0.14 0.06
C -0.160935 0.979492 1.911177 -0.88 -0.64 0.16 -0.18
C -0.976272 1.773819 2.944580 0.95 -0.59 0.17 -0.16
H 0.269848 0.065513 2.327653 0.55 0.42 0.24 0.06
H -0.854261 0.544256 1.191452 -0.06 0.27 -0.37 0.05
H 0.563531 1.589730 1.381985 0.16 -0.09 0.00 0.06
H -1.416615 1.105408 3.684249 -0.11 0.01 -0.05 0.06
H -0.340754 2.474486 3.487093 -0.10 0.07 -0.01 0.06
H -1.761162 2.300881 2.447003 -0.52 0.53 -0.17 0.05
```
Forces are in eV/Å.

Calculated values
Structure (SMILES)   CCC.CC
Largest force on an atom   1.135 eV/Å
Kohn-Sham gap   12.4 eV
LUMO   1.08 eV
ΔE to the lowest compared entry with this formula, charge and spin   5.9 kcal/mol
HOMO   -11.359 eV

***

Entry from the OMol25 dataset: 2 unconnected molecules or ions with the total composition C5H14 at a distorted geometry (ωB97M-V/def2-TZVPD).

```
19
Properties=species:S:1:pos:R:3:forces:R:3:lowdin_charge:R:1
C -0.876179 0.524699 1.956224 -5.14 -0.46 -1.31 -0.12
C -0.530668 -0.890268 2.191278 -0.67 -1.02 2.86 -0.41
C 0.757680 -1.106777 1.602741 2.44 -0.59 -1.50 -0.16
H -2.021232 0.769645 2.256922 2.30 -0.60 -1.19 0.12
H -0.680912 0.639707 0.832410 -0.53 0.83 1.77 0.09
H -0.400536 1.153849 2.614554 1.86 1.65 0.93 0.03
H -0.554907 -1.361568 3.215941 0.29 1.52 -0.05 0.13
H -1.129667 -1.654978 1.812144 -1.95 -0.50 -1.66 0.08
H 1.545877 -0.531715 2.101184 0.26 -0.74 0.35 0.09
H 0.865086 -2.211317 1.525159 1.05 0.85 -0.14 0.10
H 0.758939 -0.597949 0.618108 0.11 -0.97 0.03 0.04
C 0.430776 0.001824 -2.484661 1.26 -0.48 0.84 -0.18
C 0.183670 1.412534 -3.047134 -2.71 -1.86 2.92 -0.17
H 1.415031 -0.339943 -2.845393 -0.40 -0.42 0.13 0.05
H 0.559965 0.068944 -1.333179 -0.52 -0.20 -1.93 0.06
H -0.374101 -0.759214 -2.746056 1.06 1.09 0.33 0.08
H -0.863758 1.494243 -2.626369 0.92 1.31 -1.00 0.09
H 0.246656 1.539305 -4.066749 -0.36 -0.29 -2.44 0.03
H 0.841887 2.138918 -2.669362 0.73 0.88 1.09 0.04
```
Forces are in eV/Å.

Calculated values
Structure (SMILES)   CCC.CC
Largest force on an atom   5.324 eV/Å
Kohn-Sham gap   11.9 eV
LUMO   1.08 eV
ΔE to the lowest compared entry with this formula, charge and spin   42.8 kcal/mol
HOMO   -10.773 eV

***

Entry from the OMol25 dataset: 2 unconnected molecules or ions with the total composition C5H14 at a distorted geometry (ωB97M-V/def2-TZVPD).

```
19
Properties=species:S:1:pos:R:3:forces:R:3:lowdin_charge:R:1
C 1.088645 -0.260552 -1.383646 1.54 0.68 0.92 -0.11
C 1.392444 -0.179489 0.124291 0.65 -1.63 0.65 -0.31
C 1.770231 -1.565525 0.707782 0.40 -0.19 -0.52 -0.13
H 1.839493 -0.920419 -1.823451 -0.30 -0.43 0.01 0.06
H 0.090665 -0.609466 -1.598734 -0.24 0.23 -0.33 0.06
H 1.416465 0.694311 -1.806237 -1.06 0.14 -0.32 0.07
H 2.268908 0.439964 0.329947 -0.14 0.27 -0.35 0.10
H 0.603256 0.165849 0.788735 0.02 0.30 -0.62 0.05
H 2.404172 -1.430472 1.581767 -0.32 -0.14 0.37 0.06
H 0.909760 -2.201278 0.919485 -0.09 0.18 0.28 0.06
H 2.383168 -2.172823 0.027244 -0.04 0.33 -0.14 0.06
C -2.574652 0.530341 0.016067 -0.08 1.21 -1.46 -0.16
C -1.442116 1.376494 0.572217 -0.46 1.36 -0.29 -0.19
H -2.969071 0.921202 -0.932372 0.35 0.44 -0.01 0.06
H -2.224774 -0.438600 -0.328291 -0.38 -0.56 0.91 0.06
H -3.454776 0.661134 0.643700 0.14 -1.13 0.39 0.07
H -1.792363 2.383180 0.828303 -0.45 -0.24 0.46 0.07
H -0.668075 1.688611 -0.131344 0.19 -0.90 -0.11 0.06
H -1.041380 0.917539 1.464537 0.28 0.08 0.15 0.05
```
Forces are in eV/Å.

Calculated values
Structure (SMILES)   CCC.CC
Largest force on an atom   1.919 eV/Å
Kohn-Sham gap   12.3 eV
LUMO   1.15 eV
ΔE to the lowest compared entry with this formula, charge and spin   17.5 kcal/mol
HOMO   -11.136 eV

***

Copy entry 3 word for word.
Entry from the OMol25 dataset: 2 unconnected molecules or ions with the total composition C5H14 at a distorted geometry (ωB97M-V/def2-TZVPD).

```
19
Properties=species:S:1:pos:R:3:forces:R:3:lowdin_charge:R:1
C 0.653466 -1.461256 1.712887 -3.01 -1.66 -2.24 -0.12
C 0.830574 -1.381624 0.185412 1.68 0.24 -2.66 -0.31
C -0.002299 -2.417006 -0.693346 -0.29 3.60 -0.52 -0.13
H -0.178968 -0.825939 2.027598 -0.42 -0.40 -0.08 0.06
H 0.385740 -2.569449 1.868928 0.76 1.75 0.68 0.10
H 1.441031 -1.034162 2.221187 2.15 0.12 1.18 0.03
H 0.589504 -0.354739 -0.324410 0.55 -1.67 1.39 0.09
H 1.961317 -1.582293 -0.059152 -1.94 0.44 0.43 0.11
H 0.042939 -3.404821 -0.421488 0.52 -2.43 1.01 0.02
H -1.060921 -2.114752 -0.562553 0.35 -0.22 -0.42 0.07
H 0.278288 -2.362425 -1.787201 -0.33 0.19 1.22 0.08
C -1.149681 2.773136 -1.193250 -0.85 -1.85 2.49 -0.12
C -0.196928 2.310972 0.044068 -5.10 -1.18 0.38 -0.13
H -0.859823 3.762531 -1.345042 0.67 1.45 -1.31 0.03
H -1.139504 2.055921 -2.008242 0.86 0.33 -0.36 0.05
H -2.247111 2.838006 -1.039766 0.56 -0.08 0.83 0.06
H -0.032426 3.077895 0.733240 0.38 1.76 0.65 0.02
H 0.669548 2.043382 -0.419549 2.54 -1.17 -0.70 0.01
H -0.660409 1.525511 0.781819 0.93 0.80 -1.96 0.09
```
Forces are in eV/Å.

Calculated values
Structure (SMILES)   CCC.CC
Largest force on an atom   5.250 eV/Å
Kohn-Sham gap   12.1 eV
LUMO   1.10 eV
ΔE to the lowest compared entry with this formula, charge and spin   35.9 kcal/mol
HOMO   -10.991 eV

***

Which of these has the highest HOMO? number 2

***

The lowest LUMO belongs to which entry? number 1

***

What is the formula in the first record? C5H14